The following is a DFT calculation (the ωB97M-V functional and the def2-TZVPD basis) of a structure of composition C31H39N5NiO2P2 at a distorted geometry.

Geometry as ORCA input:
```
! RIJCOSX wB97M-V def2-TZVPD def2/J DEFGRID3
* xyz 0 3
Ni 2.03404 2.05375 0.53741
C 0.94177 -2.01407 4.02690
C 0.73842 -2.27413 2.70292
C -0.10300 -1.38013 1.83892
C -0.67923 -0.18504 2.64547
C -2.13102 -0.38243 2.90100
C -2.52415 -1.21587 3.87229
C -1.60387 -2.28157 4.43357
C -0.21809 -1.77734 4.98896
C 1.05049 3.73491 1.35320
H 1.93844 -1.95039 4.49617
H 1.11048 -3.19137 2.17728
H -0.90368 -1.97764 1.33254
H 0.46929 -0.94416 0.99565
H -0.16870 -0.16896 3.60438
H -0.36403 0.78421 2.24373
H -2.77041 0.20909 2.25572
H -3.54101 -1.24107 4.21370
H -1.41335 -3.00581 3.62246
H -2.16272 -2.81796 5.22435
H -0.29774 -0.73722 5.35231
H 0.01875 -2.32652 5.91907
H 0.24069 3.36479 1.99871
H 0.66453 4.31495 0.49915
H 1.95346 4.15597 1.91623
P -1.53885 1.48507 -1.48050
P 1.66243 -0.64179 -1.73350
N -3.17302 0.86160 -1.13990
N -2.05941 2.31766 -2.99080
N 0.87742 -2.32404 -1.63344
N 2.70800 -1.16223 -3.09442
C -1.04180 -0.06823 -2.33997
C 0.37617 0.05568 -2.88493
C -3.96060 1.30344 -0.07126
C -5.20889 0.70016 -0.15836
C -5.21682 -0.11052 -1.33164
C -3.96104 0.00043 -1.90735
C -1.97609 3.70455 -3.14713
C -2.53711 4.06245 -4.37019
C -2.97692 2.85836 -5.00092
C -2.67884 1.80783 -4.13848
C 1.25014 -3.29802 -0.69441
C 0.50529 -4.46030 -0.89097
C -0.43068 -4.18755 -1.92786
C -0.15316 -2.90249 -2.39125
C 2.65022 -2.30100 -3.91603
C 3.50863 -2.12942 -4.99309
C 4.10383 -0.83022 -4.86239
C 3.58804 -0.25619 -3.71180
H -1.69075 -0.32846 -3.18232
H -1.13418 -0.87189 -1.60224
H 0.43831 -0.41817 -3.87301
H 0.68130 1.10510 -3.03223
H -3.55128 2.00368 0.65066
H -6.03348 0.83504 0.52463
H -6.02903 -0.70402 -1.73652
H -3.59248 -0.48483 -2.79668
H -1.52065 4.29805 -2.37251
H -2.63151 5.06161 -4.76301
H -3.46672 2.76758 -5.95634
H -2.86807 0.75878 -4.28647
H 2.02542 -3.10490 0.02339
H 0.61630 -5.39190 -0.35766
H -1.21141 -4.85251 -2.29559
H -0.63852 -2.36243 -3.18405
H 1.99234 -3.12267 -3.68306
H 3.69049 -2.85550 -5.76984
H 4.82575 -0.38144 -5.52755
H 3.73213 0.72321 -3.28194
O 1.08010 1.89960 3.53485
C 2.31043 1.87961 3.45468
C 3.27041 1.74375 4.62732
C 4.60930 2.23100 4.08034
C 4.19355 2.90232 2.77593
O 4.64905 3.92563 2.31428
N 3.05692 2.18588 2.31664
H 2.88781 2.39844 5.42342
H 3.34508 0.70289 4.98534
H 5.15680 2.90001 4.75499
H 5.21030 1.32530 3.89305
*
```

E_HOMO (alpha / beta) ... -7.781 / -7.781 eV
ΔE to the lowest compared entry with this formula, charge and spin ... 59.18 kcal/mol
Frontier orbital gap (alpha / beta) ... 6.648 / 6.124 eV
Expectation value of S² ... 2.007
Largest force on an atom ... 0.0880 hartree/bohr